Record 1
Computed, not measured: a 2-piece molecular cluster, C6H12O overall, with ωB97M-V/def2-TZVPD.

Output
E: -310.93042 Eh
Kohn-Sham gap: 9.361 eV
Strongest force on any atom: 0.48 eV/Å
E_HOMO: -8.39 eV
Net charge: 0
Energy relative to the best compared isomer or geometry (same formula, charge and spin): 338.3 kJ/mol
LUMO level: 0.98 eV

Each atom is followed by the atoms it is bonded to, with distances in Å.
Element x y z (Å)
1 O -1.85978 1.28376 0.57251  C2 1.319, H17 0.970
2 C -2.24487 0.05328 0.29646  O1 1.319, C4 1.509
3 C 1.61985 -0.48547 -0.59097  C6 1.506, C7 1.532, H13 1.100, H14 1.098
4 C -2.05794 -0.77602 1.54276  C2 1.509, H9 1.097, H10 1.098, H19 1.096
5 C -0.15831 0.49062 -2.07623  C6 1.330, H8 1.089, H18 1.087
6 C 0.98456 0.61036 -1.40618  C3 1.506, C5 1.330, H12 1.092
7 C 1.87696 -0.06092 0.85819  C3 1.532, H11 1.096, H15 1.097, H16 1.095
8 H -0.56406 1.30905 -2.66898  C5 1.089
9 H -1.73505 -0.21419 2.42767  C4 1.097
10 H -1.30268 -1.53458 1.29665  C4 1.098
11 H 0.93968 0.19084 1.36760  C7 1.096
12 H 1.52556 1.55801 -1.43421  C6 1.092
13 H 2.57470 -0.78345 -1.04973  C3 1.100
14 H 0.97573 -1.37387 -0.61582  C3 1.098
15 H 2.52594 0.82240 0.90030  C7 1.097
16 H 2.36536 -0.86322 1.42050  C7 1.095
17 H -1.94594 1.80622 -0.24046  O1 0.970
18 H -0.73284 -0.43210 -2.06199  C5 1.087
19 H -2.97836 -1.33565 1.74474  C4 1.096

Record 2
Computed, not measured: a 2-piece molecular cluster, C6H12O overall, with ωB97M-V/def2-TZVPD.

Output
E: -310.94148 Eh
Kohn-Sham gap: 8.898 eV
Strongest force on any atom: 5.29 eV/Å
E_HOMO: -8.37 eV
SMILES string: C=C(C)/C=C/C.O
Net charge: 0
Energy relative to the best compared isomer or geometry (same formula, charge and spin): 309.3 kJ/mol
LUMO level: 0.53 eV

Each atom is followed by the atoms it is bonded to, with distances in Å.
Element x y z (Å)
1 O -0.17380 -2.29668 -2.80149  H12 0.953, H13 0.973
2 C -0.17221 0.06655 0.68847  C3 1.364, C5 1.424, H15 1.229
3 C -1.22808 0.91700 0.54337  C2 1.364, C6 1.521, H18 1.029
4 C 1.15906 1.22404 -0.91473  C5 1.341, H8 1.043, H11 1.046
5 C 1.07697 0.28573 0.04030  C2 1.424, C4 1.341, C7 1.572
6 C -2.35025 0.97054 1.56804  C3 1.521, H10 1.081, H14 1.171, H16 1.115
7 C 2.21251 -0.78985 0.19756  C5 1.572, H9 1.063, H17 1.084, H19 1.126
8 H 0.40984 1.88120 -1.22158  C4 1.043
9 H 3.02039 -0.28290 0.66682  C7 1.063
10 H -3.33166 0.88314 1.12246  C6 1.081
11 H 2.09255 1.52055 -1.28264  C4 1.046
12 H -0.32861 -1.58372 -2.18803  O1 0.953
13 H -0.52123 -3.01914 -2.25056  O1 0.973
14 H -2.61678 2.01744 2.02053  C6 1.171
15 H -0.02707 -0.41191 1.81166  C2 1.229
16 H -2.24537 0.27467 2.43354  C6 1.115
17 H 2.37792 -1.31274 -0.73779  C7 1.084
18 H -1.22785 1.41414 -0.35733  C3 1.029
19 H 1.87365 -1.75805 0.66140  C7 1.126

Record 3
Computed, not measured: a 3-piece molecular cluster, C6H12O overall, with ωB97M-V/def2-TZVPD.

Output
E: -310.82553 Eh
Kohn-Sham gap (spin up / spin down): 7.403 / 7.400 eV
Strongest force on any atom: 6.18 eV/Å
E_HOMO (spin up / spin down): -6.51 / -6.51 eV
Net charge: 0
Energy relative to the best compared isomer or geometry (same formula, charge and spin): 613.7 kJ/mol
LUMO level (spin up / spin down): 0.89 / 0.89 eV

Each atom is followed by the atoms it is bonded to, with distances in Å.
Element x y z (Å)
1 O 1.95511 1.60237 1.04122  C7 1.396, H11 0.966
2 C -0.83840 -0.60713 0.23952  C4 1.304, C6 1.354
3 C -2.94698 0.05703 -0.10761  H14 1.087, H15 1.087, H18 1.087
4 C -0.69753 -1.89098 0.42143  C2 1.304, H8 1.084, H16 1.084
5 C 2.26385 0.06784 -0.85479  C7 1.500, H12 1.092, H17 1.101, H19 1.097
6 C -0.50964 0.69926 0.10263  C2 1.354, H9 1.085, H10 1.085
7 C 1.60548 0.38370 0.45586  O1 1.396, C5 1.500, H13 1.087
8 H -1.56603 -2.53988 0.44447  C4 1.084
9 H -0.47460 1.11929 -0.89749  C6 1.085
10 H -0.70672 1.37042 0.93173  C6 1.085
11 H 2.33389 2.20697 0.38939  O1 0.966
12 H 1.96318 -0.91861 -1.21300  C5 1.092
13 H 1.71138 -0.38592 1.21653  C7 1.087
14 H -3.36940 -0.17985 0.86528  C3 1.087
15 H -3.22259 -0.63239 -0.90156  C3 1.087
16 H 0.26410 -2.32959 0.66196  C4 1.084
17 H 3.36151 0.08307 -0.77664  C5 1.101
18 H -3.12018 1.09091 -0.39645  C3 1.087
19 H 1.99357 0.80350 -1.62250  C5 1.097

Record 4
Computed, not measured: one molecule with the formula C6H12O, with ωB97M-V/def2-TZVPD.

Output
E: -310.92497 Eh
Kohn-Sham gap: 9.459 eV
Strongest force on any atom: 3.16 eV/Å
E_HOMO: -8.29 eV
Net charge: 0
Energy relative to the best compared isomer or geometry (same formula, charge and spin): 352.6 kJ/mol
LUMO level: 1.17 eV

Each atom is followed by the atoms it is bonded to, with distances in Å.
Element x y z (Å)
1 O 0.70695 0.75064 -0.79165  C2 1.445, C7 1.285
2 C 0.00969 1.93895 -1.22618  O1 1.445, C3 1.600, H13 1.031, H14 1.195
3 C -1.24254 1.45967 -2.09957  C2 1.600, H8 1.075, H12 1.086, H16 1.110
4 C 0.59557 -0.92280 0.66821  C5 1.523, C6 1.510, C7 1.462, H9 1.105
5 C -0.69956 -1.69855 0.87117  C4 1.523, H10 1.093, H11 1.094, H17 1.096
6 C 1.45596 -0.95947 1.90890  C4 1.510, H15 1.093, H18 1.094, H19 1.095
7 C 0.23803 0.46309 0.36934  O1 1.285, C4 1.462
8 H -1.83762 0.84095 -1.45308  C3 1.075
9 H 1.14456 -1.34419 -0.19312  C4 1.105
10 H -1.30591 -1.70937 -0.03766  C5 1.093
11 H -0.47347 -2.73637 1.13295  C5 1.094
12 H -1.83367 2.30829 -2.43218  C3 1.086
13 H 0.59066 2.45729 -1.90162  C2 1.031
14 H -0.07609 2.42140 -0.13591  C2 1.195
15 H 2.37888 -0.39358 1.75588  C6 1.093
16 H -0.98241 0.89919 -3.02159  C3 1.110
17 H -1.29076 -1.25548 1.68025  C5 1.096
18 H 1.70513 -1.99709 2.15057  C6 1.094
19 H 0.91662 -0.52255 2.75528  C6 1.095

Record 5
Computed, not measured: one molecule with the formula C6H12O, with ωB97M-V/def2-TZVPD.

Output
E: -310.96527 Eh
Kohn-Sham gap: 9.099 eV
Strongest force on any atom: 0.58 eV/Å
E_HOMO: -8.14 eV
Net charge: 0
Energy relative to the best compared isomer or geometry (same formula, charge and spin): 246.8 kJ/mol
LUMO level: 0.95 eV

Each atom is followed by the atoms it is bonded to, with distances in Å.
Element x y z (Å)
1 O 0.15579 0.66891 -0.50927  C3 1.466, C6 1.302
2 C 1.35406 -0.50107 1.26737  C3 1.519, H8 1.095, H11 1.096, H13 1.095
3 C 0.27310 -0.60637 0.20494  O1 1.466, C2 1.519, C5 1.522, C7 1.526
4 C -0.82409 2.62476 -1.00982  C6 1.498, H9 1.102, H18 1.090, H19 1.099
5 C 0.66324 -1.54568 -0.92752  C3 1.522, H10 1.092, H12 1.095, H14 1.096
6 C -0.54568 1.60913 0.05500  O1 1.302, C4 1.498
7 C -1.07213 -0.96979 0.82655  C3 1.526, H15 1.093, H16 1.093, H17 1.096
8 H 2.32244 -0.25531 0.81985  C2 1.095
9 H -1.86557 2.40076 -1.29104  C4 1.102
10 H 0.74152 -2.56978 -0.55731  C5 1.092
11 H 1.43791 -1.46309 1.78480  C2 1.096
12 H -0.08972 -1.50015 -1.72146  C5 1.095
13 H 1.08756 0.27299 1.99412  C2 1.095
14 H 1.62325 -1.24714 -1.36424  C5 1.096
15 H -1.01886 -1.98565 1.22769  C7 1.093
16 H -1.33076 -0.27571 1.62983  C7 1.093
17 H -1.87873 -0.92668 0.08529  C7 1.096
18 H -0.80256 3.62402 -0.57582  C4 1.090
19 H -0.20305 2.53395 -1.91157  C4 1.099

Record 6
Computed, not measured: one molecule with the formula C6H12O, with ωB97M-V/def2-TZVPD.

Output
E: -310.91585 Eh
Kohn-Sham gap: 9.207 eV
Strongest force on any atom: 0.41 eV/Å
E_HOMO: -8.38 eV
Net charge: 0
Energy relative to the best compared isomer or geometry (same formula, charge and spin): 376.6 kJ/mol
LUMO level: 0.82 eV

Each atom is followed by the atoms it is bonded to, with distances in Å.
Element x y z (Å)
1 O -1.41787 -0.07180 -0.85070  C5 1.401
2 C -0.82767 0.19992 1.10084  C3 1.493, C6 1.416, H10 1.091
3 C -1.70540 -0.53402 2.06021  C2 1.493, H15 1.094, H16 1.093, H17 1.097
4 C 2.06117 -0.17861 -1.29123  C7 1.525, H8 1.097, H14 1.096, H18 1.097
5 C -0.38592 0.69818 -1.40406  O1 1.401, C7 1.596, H9 1.101, H11 1.097
6 C 0.37352 -0.35076 0.59267  C2 1.416, C7 1.509, H12 1.088, H13 1.320
7 C 0.93036 0.49818 -0.52408  C4 1.525, C5 1.596, C6 1.509, H19 1.099
8 H 2.92934 -0.36846 -0.64753  C4 1.097
9 H -0.17247 0.38942 -2.43901  C5 1.101
10 H -1.06007 1.25844 0.97191  C2 1.091
11 H -0.68375 1.75392 -1.42219  C5 1.097
12 H 0.94678 -1.08657 1.15206  C6 1.088
13 H -0.54182 -0.87152 -0.20281  C6 1.320
14 H 2.39207 0.44606 -2.12888  C4 1.096
15 H -1.36491 -1.56032 2.22876  C3 1.094
16 H -2.72190 -0.55698 1.65827  C3 1.093
17 H -1.74774 -0.00978 3.02346  C3 1.097
18 H 1.72308 -1.13917 -1.69932  C4 1.097
19 H 1.27320 1.48386 -0.17836  C7 1.099

Record 7
Computed, not measured: one molecule with the formula C6H12O, with ωB97M-V/def2-TZVPD.

Output
E: -311.02037 Eh
Kohn-Sham gap: 11.020 eV
Strongest force on any atom: 0.41 eV/Å
E_HOMO: -10.03 eV
SMILES string: C[C@@H]1C[C@@H]1[C@@H](C)O
Net charge: 0
Energy relative to the best compared isomer or geometry (same formula, charge and spin): 102.1 kJ/mol
LUMO level: 0.99 eV

Each atom is followed by the atoms it is bonded to, with distances in Å.
Element x y z (Å)
1 O -0.52129 -1.43504 1.76279  C4 1.422, H19 0.966
2 C -0.44527 2.25428 0.23389  C3 1.516, H11 1.098, H12 1.096, H17 1.095
3 C 0.75286 1.33132 0.13281  C2 1.516, C5 1.513, C6 1.505, H16 1.089
4 C -0.51034 -1.03043 0.39922  O1 1.422, C5 1.510, C7 1.519, H18 1.103
5 C 0.70636 -0.18130 0.11915  C3 1.513, C4 1.510, C6 1.500, H15 1.090
6 C 0.91979 0.57540 -1.15818  C3 1.505, C5 1.500, H9 1.087, H13 1.090
7 C -0.49621 -2.30314 -0.42923  C4 1.519, H8 1.094, H10 1.093, H14 1.096
8 H -0.50833 -2.06052 -1.49621  C7 1.094
9 H 1.87814 0.51548 -1.66758  C6 1.087
10 H -1.36282 -2.92687 -0.19327  C7 1.093
11 H -0.28106 3.13686 -0.39810  C2 1.098
12 H -1.36154 1.77221 -0.12416  C2 1.096
13 H 0.06686 0.64549 -1.83365  C6 1.090
14 H 0.41015 -2.87879 -0.21144  C7 1.096
15 H 1.60648 -0.64829 0.51818  C5 1.090
16 H 1.64839 1.71482 0.61844  C3 1.089
17 H -0.62584 2.61499 1.25190  C2 1.095
18 H -1.42419 -0.45745 0.16997  C4 1.103
19 H -0.45213 -0.63902 2.30547  O1 0.966

Record 8
Computed, not measured: one molecule with the formula C6H12O, with ωB97M-V/def2-TZVPD.

Output
E: -311.01171 Eh
Kohn-Sham gap: 10.622 eV
Strongest force on any atom: 0.35 eV/Å
E_HOMO: -9.69 eV
SMILES string: CC(C)[C@H]1C[C@H]1O
Net charge: 0
Energy relative to the best compared isomer or geometry (same formula, charge and spin): 124.9 kJ/mol
LUMO level: 0.94 eV

Each atom is followed by the atoms it is bonded to, with distances in Å.
Element x y z (Å)
1 O -1.93538 0.27484 1.65424  C7 1.398, H15 0.966
2 C 1.30098 -1.35576 -0.22930  C4 1.544, H8 1.100, H14 1.096, H18 1.098
3 C 1.72540 1.13118 -0.02487  C4 1.530, H11 1.098, H12 1.097, H17 1.096
4 C 0.72277 0.00240 0.22267  C2 1.544, C3 1.530, C5 1.527, H10 1.099
5 C -0.59759 0.31403 -0.47817  C4 1.527, C6 1.506, C7 1.510, H19 1.090
6 C -1.68934 -0.72056 -0.55799  C5 1.506, C7 1.490, H9 1.086, H13 1.086
7 C -1.89334 0.49862 0.27481  O1 1.398, C5 1.510, C6 1.490, H16 1.092
8 H 0.85164 -1.65244 -1.18859  C2 1.100
9 H -2.24126 -0.84598 -1.48540  C6 1.086
10 H 0.52019 -0.04919 1.30188  C4 1.099
11 H 2.04664 1.13719 -1.07462  C3 1.098
12 H 1.28522 2.11062 0.19738  C3 1.097
13 H -1.52278 -1.63450 0.00514  C6 1.086
14 H 1.09817 -2.14578 0.50327  C2 1.096
15 H -1.58451 1.06103 2.09248  O1 0.966
16 H -2.59305 1.25703 -0.08188  C7 1.092
17 H 2.62243 0.99847 0.59099  C3 1.096
18 H 2.39111 -1.32085 -0.35589  C2 1.098
19 H -0.50731 0.93964 -1.36613  C5 1.090

Record 9
Computed, not measured: one molecule with the formula C6H12O, with ωB97M-V/def2-TZVPD.

Output
E: -310.97896 Eh
Kohn-Sham gap: 10.459 eV
Strongest force on any atom: 0.31 eV/Å
E_HOMO: -9.35 eV
SMILES string: CCOCC1CC1
Net charge: 0
Energy relative to the best compared isomer or geometry (same formula, charge and spin): 210.9 kJ/mol
LUMO level: 1.10 eV

Each atom is followed by the atoms it is bonded to, with distances in Å.
Element x y z (Å)
1 O -1.18733 0.91784 0.57185  C3 1.420, C5 1.413
2 C -0.67574 -0.68606 2.43499  C5 1.526, H10 1.097, H14 1.095, H18 1.094
3 C -0.04681 1.44442 -0.09098  O1 1.420, C4 1.542, H13 1.101, H19 1.102
4 C 0.93247 0.60181 -0.93251  C3 1.542, C6 1.505, C7 1.517, H15 1.090
5 C -1.23857 -0.41282 1.04320  O1 1.413, C2 1.526, H11 1.096, H16 1.090
6 C 0.62959 0.15305 -2.33708  C4 1.505, C7 1.497, H8 1.088, H9 1.088
7 C 1.03239 -0.86268 -1.31370  C4 1.517, C6 1.497, H12 1.086, H17 1.084
8 H -0.42180 0.14982 -2.61766  C6 1.088
9 H 1.31908 0.41219 -3.13753  C6 1.088
10 H -0.91308 -1.72873 2.67987  C2 1.097
11 H -2.31082 -0.63965 1.04866  C5 1.096
12 H 2.04313 -1.25708 -1.37140  C7 1.086
13 H -0.46188 2.19068 -0.78560  C3 1.101
14 H 0.41115 -0.56910 2.49976  C2 1.095
15 H 1.92843 1.03394 -0.83363  C4 1.090
16 H -0.76560 -1.08731 0.32978  C5 1.090
17 H 0.30505 -1.60963 -1.01857  C7 1.084
18 H -1.14414 -0.05379 3.19458  C2 1.094
19 H 0.56449 2.00312 0.63596  C3 1.102

Record 10
Computed, not measured: a 2-piece molecular cluster, C6H12O overall, with ωB97M-V/def2-TZVPD.

Output
E: -310.96752 Eh
Kohn-Sham gap: 10.288 eV
Strongest force on any atom: 3.50 eV/Å
E_HOMO: -9.40 eV
SMILES string: C=CC(=C)CC.O
Net charge: 0
Energy relative to the best compared isomer or geometry (same formula, charge and spin): 240.9 kJ/mol
LUMO level: 0.88 eV

Each atom is followed by the atoms it is bonded to, with distances in Å.
Element x y z (Å)
1 O -3.00822 -0.65747 -0.56013  H9 0.973, H13 0.960
2 C 0.37909 0.41610 -0.39893  C3 1.355, C5 1.479, C6 1.611
3 C -0.03547 0.31956 -1.68546  C2 1.355, H12 1.114, H14 1.104
4 C 2.42173 -0.99696 0.24410  C6 1.591, H8 1.086, H15 1.056, H17 1.132
5 C -0.36471 -0.01126 0.80555  C2 1.479, C7 1.356, H16 1.106
6 C 1.96607 0.48040 -0.13070  C2 1.611, C4 1.591, H10 1.069, H11 1.121
7 C -0.86546 0.88117 1.69507  C5 1.356, H18 1.052, H19 1.074
8 H 3.41144 -0.86826 0.67234  C4 1.086
9 H -2.65405 -0.28874 0.26728  O1 0.973
10 H 2.35907 0.83305 -1.05986  C6 1.069
11 H 2.11819 1.27046 0.64976  C6 1.121
12 H 0.65406 0.72367 -2.46181  C3 1.114
13 H -3.32207 -1.53893 -0.34448  O1 0.960
14 H -1.05376 0.03070 -1.99848  C3 1.104
15 H 1.77976 -1.28646 1.03094  C4 1.056
16 H -0.38192 -1.08924 1.05323  C5 1.106
17 H 2.14786 -1.50035 -0.73204  C4 1.132
18 H -0.87829 1.91041 1.47919  C7 1.052
19 H -1.11976 0.64562 2.71183  C7 1.074